The following is a DFT calculation (wB97M-V/def2-TZVPD) of 2 unconnected molecules or ions with the total composition C26H53BFIN2O8P.

The geometry in XYZ format:
```
93
Properties=species:S:1:pos:R:3:lowdin_charge:R:1
C 9.32 -4.58 1.27 -0.11
C 9.79 -3.16 0.96 -0.27
C 8.60 -2.29 0.60 -0.24
C 8.96 -0.83 0.34 -0.21
C 7.78 0.08 0.67 -0.23
C 7.80 1.40 -0.06 -0.22
C 6.59 2.24 0.32 -0.22
C 5.28 1.72 -0.29 -0.20
C 4.24 2.84 -0.43 -0.19
C 2.81 2.39 -0.08 -0.19
C 2.09 3.39 0.85 -0.21
C 0.63 3.59 0.50 -0.23
C -0.30 2.62 1.21 -0.20
C -1.75 2.88 0.82 -0.18
C -2.76 2.40 1.86 -0.11
C -3.42 1.06 1.56 -0.30
C -4.93 1.19 1.72 -0.04
N -5.63 -0.13 1.61 0.07
B -7.08 0.00 1.16 -0.76
O -7.26 0.66 -0.03 0.10
N -8.19 -0.36 1.92 -0.05
C -9.44 -0.58 1.20 -0.06
C -8.05 -1.06 3.19 -0.07
C -4.78 -1.09 0.80 -0.38
P -5.65 -2.70 0.27 0.60
O -6.55 -2.99 1.67 -0.47
I -7.53 -2.33 -1.57 0.19
C -3.92 -0.43 -0.25 -0.42
C -3.01 -1.50 -0.86 -0.16
O -3.60 -2.13 -1.95 -0.15
O -2.62 -2.09 -3.01 -0.01
C -4.67 0.30 -1.37 -0.01
C -3.80 0.85 -2.47 -0.37
O -3.96 0.59 -3.66 0.13
F -2.82 1.70 -2.09 0.10
O -3.01 0.51 0.34 -0.04
H 10.05 -5.33 1.02 0.06
H 9.04 -4.67 2.31 0.07
H 8.43 -4.80 0.70 0.06
H 10.51 -3.17 0.15 0.10
H 10.29 -2.78 1.83 0.10
H 7.93 -2.31 1.45 0.11
H 8.10 -2.71 -0.25 0.12
H 9.85 -0.54 0.89 0.11
H 9.17 -0.70 -0.72 0.11
H 7.73 0.24 1.74 0.12
H 6.87 -0.44 0.40 0.11
H 7.78 1.24 -1.13 0.11
H 8.70 1.95 0.19 0.11
H 6.48 2.16 1.40 0.11
H 6.73 3.29 0.09 0.10
H 5.54 1.32 -1.26 0.11
H 4.90 0.91 0.30 0.10
H 4.53 3.63 0.24 0.09
H 4.29 3.19 -1.44 0.11
H 2.82 1.42 0.37 0.10
H 2.25 2.38 -1.01 0.11
H 2.21 3.11 1.89 0.11
H 2.59 4.34 0.72 0.10
H 0.34 4.59 0.82 0.11
H 0.47 3.58 -0.57 0.11
H -0.21 2.82 2.28 0.11
H -0.03 1.59 1.03 0.12
H -1.95 2.49 -0.17 0.09
H -1.85 3.95 0.74 0.11
H -2.23 2.31 2.80 0.11
H -3.50 3.17 2.04 0.11
H -3.10 0.37 2.35 0.15
H -5.11 1.62 2.69 0.14
H -5.30 1.91 0.99 0.13
H -5.61 -0.47 2.56 0.15
H -7.56 0.06 -0.73 -0.02
H -10.20 -0.94 1.88 0.08
H -9.81 0.37 0.83 0.09
H -9.36 -1.25 0.36 0.00
H -8.25 -0.40 4.03 0.09
H -8.78 -1.84 3.26 0.09
H -7.09 -1.53 3.36 0.07
H -4.05 -1.48 1.51 0.11
H -7.45 -2.74 1.47 -0.03
H -2.14 -0.97 -1.22 0.14
H -2.66 -2.21 -0.11 0.13
H -3.16 -2.03 -3.81 0.11
H -5.14 1.17 -0.92 0.12
H -5.41 -0.29 -1.87 0.07
O -0.78 -2.62 -6.73 -0.13
C 0.22 -3.02 -6.04 -0.39
C 0.37 -2.04 -4.63 -0.38
O 1.38 -2.41 -3.92 -0.14
H 1.23 -2.94 -6.49 0.10
H 0.18 -4.04 -5.60 0.10
H -0.63 -2.11 -4.16 0.08
H 0.40 -1.00 -5.03 0.10
```

Maximum force ... 4.117 eV/A
Orbital gap ... 1.67 eV
Highest occupied orbital energy ... -0.0362 Eh
Charge ... -1
E_tot ... -67959.061 eV